one | Computed, not measured: a cluster of 2 separate species, C5H7ClO2 in total, with ωB97M-V with the def2-TZVPD basis set.

Results
molar mass = 134.56 g mol⁻¹

Geometry (Å):
1 C -1.18 1.94 -0.46
2 C -0.67 0.77 -0.39
3 C -3.19 -0.65 0.07
4 C 0.66 -0.77 1.00
5 C 0.37 -0.25 -0.41
6 O -3.50 -1.79 0.18
7 O 0.07 -1.30 -1.31
8 Cl -4.29 0.70 0.21
9 H -0.62 2.84 -0.67
10 H -2.25 2.10 -0.31
11 H 1.45 -1.50 0.96
12 H 0.96 0.06 1.64
13 H -0.24 -1.22 1.42
14 H 1.29 0.20 -0.83
15 H -0.75 -1.72 -1.02

Partial charges, natural (NBO), in e: -0.5165, 0.1708, 0.4316, -0.6135, -0.0355, -0.4988, -0.6920, -0.0392, 0.2185, 0.2408, 0.2235, 0.2168, 0.2131, 0.2070, 0.4734


two | Computed, not measured: a structure of composition C5H7ClO2, with ωB97M-V with the def2-TZVPD basis set.

Results
molar mass = 134.56 g mol⁻¹

Geometry (Å):
1 C -1.41 -2.38 1.07
2 C -0.67 -2.27 -0.05
3 C -0.37 0.19 -0.86
4 C 1.77 1.25 0.03
5 C 0.25 1.07 0.17
6 O -2.58 -2.12 1.28
7 O -1.56 0.50 -1.21
8 Cl 1.00 -2.94 -0.41
9 H -0.30 -1.01 -0.45
10 H 1.87 1.74 -0.90
11 H 2.02 1.81 0.90
12 H 2.24 0.33 0.16
13 H -0.26 2.04 0.17
14 H 0.09 0.45 1.07
15 H -2.09 1.34 -0.97

Partial charges, natural (NBO), in e: 0.5084, -0.4365, 0.3868, -0.5869, -0.5250, -0.4782, -0.6044, -0.0772, 0.2178, 0.2098, 0.2149, 0.2246, 0.1912, 0.2630, 0.4918


one (2.257 eV below the next structure)